1.
C71H183N13O22 | wB97M-V/def2-TZVPD

Values from the calculation:
Kohn-Sham gap   8.500 eV
Highest occupied orbital energy   -8.234 eV
Electronic energy   -5181.16195 Eh

Geometry as XYZ:
```
289
Properties=species:S:1:pos:R:3:mulliken_charge:R:1
C 0.0042 -7.4010 4.5203 -1.3342
C -0.4142 -8.5435 3.6472 1.3516
C -0.7620 -8.3457 2.1671 -0.4438
O 0.5654 -9.5542 3.7871 -0.1019
H 0.3382 -7.7309 5.5040 0.3691
H -0.8164 -6.6940 4.6425 -0.0148
H 0.8844 -6.8711 4.1562 0.5285
H -1.3811 -8.8811 4.0203 -0.7783
H 0.1278 -8.0570 1.6077 0.2837
H -1.3937 -7.4735 1.9989 -0.2170
H -1.2926 -9.1598 1.6731 -0.0564
H 1.3792 -9.0503 3.8609 0.1621
C -6.0802 -3.5385 -0.3647 -0.4074
O -7.0704 -4.3254 0.2333 -0.3295
C -7.1364 -4.6310 1.6563 0.3032
C -7.5210 -3.3557 2.4590 -0.6120
N -8.9140 -3.0295 2.1349 -0.3430
C -10.0362 -3.5633 2.9809 -0.5657
C -11.4765 -3.2053 2.4538 -0.4619
O -12.3974 -3.8709 3.2807 -0.2487
C -13.7078 -3.5076 3.1537 -0.7559
H -5.1252 -4.0512 -0.4801 0.0311
H -5.8892 -2.6812 0.2807 0.2230
H -6.3646 -3.2148 -1.3659 0.3322
H -6.2136 -5.1366 1.9405 -0.3352
H -7.8712 -5.4044 1.8799 0.2506
H -6.9086 -2.5276 2.1020 0.1220
H -7.2886 -3.3862 3.5235 0.4430
H -9.0848 -3.2655 1.1679 0.2910
H -9.9143 -3.2979 4.0311 0.2991
H -9.8449 -4.6350 3.0360 0.2895
H -11.6276 -3.4402 1.4002 0.3452
H -11.5859 -2.1255 2.5541 0.3214
H -13.9586 -3.4835 2.0932 0.3022
H -13.7564 -2.5179 3.6079 0.3098
H -14.2868 -4.2882 3.6470 0.2202
C 4.9110 -13.7785 9.1787 -0.6499
O 4.8539 -12.4727 9.5931 -0.2684
C 4.7667 -12.3907 10.9919 -0.9326
C 3.6968 -13.1892 11.6950 -0.6027
N 2.5302 -12.4990 12.1666 -0.2688
C 1.8072 -11.7529 11.1537 -0.7180
C 0.9608 -12.7473 10.2698 -0.0700
O -0.1169 -13.2724 10.8971 -0.4188
C -1.2113 -13.9888 10.0750 0.0106
H 5.7554 -14.3430 9.5741 0.3670
H 5.0586 -13.6784 8.1034 0.1378
H 4.0282 -14.4010 9.3244 0.2326
H 4.6395 -11.3517 11.2958 0.4967
H 5.6626 -12.6451 11.5583 0.4243
H 4.1865 -13.2951 12.6630 0.3993
H 3.6303 -14.2089 11.3156 0.4029
H 1.9253 -13.1120 12.6942 0.2908
H 2.4054 -11.2258 10.4104 0.2102
H 1.0626 -11.0846 11.5862 0.4015
H 1.5649 -13.6319 10.0681 0.2271
H 0.6716 -12.1296 9.4195 0.1634
H -2.2146 -13.7214 10.4067 -0.1018
H -0.9356 -15.0433 10.0833 0.3242
H -1.0514 -13.5786 9.0778 0.0625
C -2.3815 -11.0914 13.7805 -0.7375
O -3.7683 -10.9726 14.1108 0.0223
C -4.1687 -11.4326 15.4137 -0.6684
C -5.3293 -10.4877 15.9166 -0.6241
N -5.7643 -10.9639 17.2472 -0.3727
C -7.0233 -10.2288 17.5015 -0.6035
C -7.5568 -10.5096 18.8712 -0.5552
O -6.9889 -9.7108 19.9243 -0.3109
C -7.6390 -9.7987 21.2133 -0.7503
H -2.2298 -10.3997 12.9519 -0.0602
H -1.9980 -12.0634 13.4700 0.3368
H -1.7238 -10.7764 14.5907 0.4611
H -3.3882 -11.4252 16.1746 0.4105
H -4.6975 -12.3758 15.2762 0.1944
H -6.1119 -10.6398 15.1733 0.3034
H -4.9892 -9.4524 15.8940 0.3931
H -5.2012 -10.5933 17.9992 0.2631
H -7.8141 -10.3855 16.7680 0.4409
H -6.7950 -9.1646 17.4419 0.3637
H -7.6525 -11.5864 19.0101 0.3203
H -8.5241 -10.0206 18.7558 0.3381
H -7.2454 -9.0550 21.9062 0.2712
H -7.3708 -10.7253 21.7209 0.2998
H -8.7180 -9.6492 21.2524 0.3036
C -3.8825 -5.1024 6.2446 -0.2743
O -3.6133 -4.2250 5.1767 -0.5342
C -3.2975 -4.7488 3.9030 1.3444
C -2.6492 -3.6127 3.1725 -1.0691
N -3.7445 -2.7694 2.7597 0.1502
C -3.3818 -1.4335 2.3255 -1.0322
C -2.4858 -1.4221 1.0135 -0.3132
O -2.6705 -0.2636 0.3088 -0.3899
C -2.5252 -0.3183 -1.1204 -0.7437
H -4.7757 -5.6419 5.9296 0.1736
H -3.9650 -4.6260 7.2215 0.3781
H -3.1334 -5.8887 6.3381 -0.0195
H -4.2625 -5.0924 3.5303 -0.2278
H -2.6335 -5.5720 4.1664 -0.7688
H -2.0655 -4.0459 2.3602 0.2541
H -2.0532 -2.8694 3.7020 0.5369
H -4.2964 -2.6970 3.6025 0.2117
H -2.9361 -0.8674 3.1433 0.4456
H -4.2985 -0.8786 2.1259 0.4165
H -2.6234 -2.3442 0.4488 0.2829
H -1.4396 -1.5077 1.3070 0.3462
H -2.4033 0.6560 -1.5937 0.2752
H -3.2798 -0.9208 -1.6258 0.2530
H -1.5397 -0.7535 -1.2864 0.3442
C -5.1493 -13.0298 12.3739 -0.4711
O -5.6443 -13.1834 11.0701 -0.5283
C -4.9026 -12.4072 10.1752 1.3353
C -5.3572 -12.9368 8.8527 -1.4727
N -4.6385 -12.3863 7.6294 0.4699
C -3.6568 -13.2731 6.9914 0.2679
C -2.9631 -12.5561 5.7867 0.3105
O -2.4889 -13.5894 4.8852 -0.2395
C -3.3815 -13.9543 3.8637 -0.9724
H -5.0698 -11.9612 12.5738 0.0559
H -4.2954 -13.6934 12.5105 0.2941
H -5.8368 -13.4994 13.0773 0.3423
H -3.8178 -12.5090 10.1425 -0.2279
H -5.0541 -11.3289 10.2247 -0.2601
H -6.4320 -12.8043 8.7290 0.2011
H -5.3081 -14.0257 8.8525 0.3949
H -4.2632 -11.4957 7.9228 -0.1463
H -4.0623 -14.1684 6.5202 0.4210
H -2.8843 -13.5163 7.7210 -0.5671
H -2.1309 -11.9050 6.0543 -0.0471
H -3.7563 -11.9592 5.3368 -0.0659
H -2.7921 -14.7340 3.3813 0.3621
H -3.6146 -13.2688 3.0490 0.2978
H -4.2767 -14.3702 4.3259 0.3179
C -7.7797 -12.8769 4.2898 -0.7217
O -8.4975 -11.7516 3.6416 -0.2794
C -7.8831 -11.3665 2.4619 -0.2704
C -8.3820 -9.9592 2.0378 -0.4639
N -9.5467 -9.9846 1.2133 -0.0926
C -9.3933 -10.5904 -0.1412 -0.4642
C -10.5312 -10.1313 -1.0226 -0.6128
O -11.8335 -10.4384 -0.4737 -0.3879
C -12.2895 -11.7194 -0.9084 -0.6963
H -6.7356 -12.6840 4.5367 0.2320
H -7.9396 -13.7368 3.6393 0.3726
H -8.3416 -12.9732 5.2188 0.2224
H -8.1314 -12.1906 1.7931 0.3467
H -6.8059 -11.3026 2.6161 0.2722
H -7.6852 -9.4883 1.3443 -0.0526
H -8.5201 -9.3123 2.9041 0.2892
H -10.2954 -10.5038 1.6491 0.2504
H -9.4383 -11.6570 -0.3615 0.2601
H -8.5314 -10.0502 -0.5328 0.2576
H -10.4545 -10.4789 -2.0528 0.3939
H -10.4292 -9.0494 -0.9380 0.3019
H -13.3411 -11.8593 -0.6581 0.2730
H -11.7875 -12.5136 -0.3559 0.2609
H -12.0552 -11.9288 -1.9522 0.3089
C -7.4621 -6.5222 9.0167 -0.6301
O -6.4562 -6.6386 10.0138 -0.3493
C -6.2440 -8.0042 10.5035 0.4392
C -5.1098 -8.1426 11.5373 -0.9048
N -3.9245 -7.4211 10.9291 0.1091
C -2.8972 -7.1179 11.8726 -0.2746
C -3.1409 -6.0739 12.9935 -0.8570
O -3.2836 -4.7129 12.6116 -0.4770
C -2.0242 -4.1117 12.1707 -0.6949
H -7.3314 -7.0442 8.0688 0.1421
H -7.5078 -5.4457 8.8518 0.3782
H -8.4603 -6.8712 9.2810 0.2428
H -5.9414 -8.7181 9.7375 -0.5158
H -7.1827 -8.3879 10.9032 0.6398
H -4.7082 -9.0944 11.8852 0.0678
H -5.4766 -7.6464 12.4359 0.6078
H -4.2410 -6.5093 10.6316 0.2330
H -2.0504 -6.7772 11.2769 0.5537
H -2.5791 -8.0138 12.4058 -0.2989
H -2.3986 -6.0136 13.7894 0.6570
H -4.0410 -6.1776 13.5995 0.2036
H -1.1944 -4.7406 12.4933 0.3438
H -1.8492 -3.0426 12.2910 0.2810
H -2.0834 -4.1661 11.0837 0.2037
C -6.5610 -8.8596 -3.6377 -0.8058
O -7.2445 -8.0307 -2.7062 -0.3178
C -6.4521 -6.9982 -2.3229 -0.8032
C -5.4650 -7.3995 -1.1778 0.1549
N -4.0366 -7.3191 -1.4202 -0.0745
C -3.2208 -7.0559 -0.3382 -0.2696
C -1.7337 -6.7036 -0.7661 -1.0921
O -0.8166 -7.7627 -0.9521 -0.1584
C 0.3986 -7.3412 -1.6379 -0.9398
H -5.5345 -9.2063 -3.5184 0.2844
H -6.6697 -8.5696 -4.6828 0.3456
H -7.1860 -9.7492 -3.7153 0.3058
H -6.9948 -6.1711 -1.8652 0.1918
H -5.9758 -6.5203 -3.1790 0.3536
H -5.6980 -8.3786 -0.7593 0.5996
H -5.6285 -6.7521 -0.3163 -0.4195
H -3.7628 -8.1940 -1.8441 0.3498
H -3.1699 -7.8865 0.3658 0.3301
H -3.5586 -6.2342 0.2933 0.0883
H -1.2670 -6.1288 0.0339 0.5045
H -1.8611 -6.0165 -1.6026 0.4629
H 1.2341 -7.8867 -1.1993 0.2490
H 0.6555 -6.2842 -1.5687 0.3817
H 0.2266 -7.5410 -2.6956 0.3200
C -1.5755 -9.1901 8.0079 -1.7825
C -2.9686 -8.7293 7.6327 0.8750
C -3.3001 -8.7774 6.1650 1.0685
O -4.6932 -8.5636 5.8260 0.2672
C -4.8787 -8.5925 4.3630 -0.2331
N -3.9056 -9.4643 8.3762 0.5303
H -1.1793 -10.0916 7.5405 -0.0096
H -1.4383 -9.3386 9.0789 0.4746
H -0.9029 -8.4327 7.6051 0.4120
H -3.1132 -7.6914 7.9326 0.3701
H -3.0875 -9.8172 5.9165 -0.5884
H -2.6794 -7.9846 5.7476 -0.4154
H -5.9575 -8.6980 4.2481 -0.0140
H -4.4261 -9.4464 3.8588 0.2450
H -4.5192 -7.6681 3.9110 -0.1916
H -4.8606 -9.2798 8.1042 -0.7133
H -3.9384 -9.0461 9.2950 -0.4579
C 7.0675 -6.0822 9.3456 -1.2915
C 5.8074 -5.3138 8.8926 0.6807
C 4.4777 -5.8280 9.4740 -0.8250
O 4.1934 -7.1191 8.8701 -0.2720
C 2.9920 -7.7150 9.4425 -0.8777
N 6.0466 -3.9985 9.3973 -0.6992
H 7.9510 -5.4462 9.2893 0.3668
H 7.0417 -6.9380 8.6710 0.3059
H 7.2210 -6.4294 10.3673 0.3108
H 5.7103 -5.2099 7.8119 0.2206
H 3.5908 -5.2494 9.2159 0.3876
H 4.5200 -5.8006 10.5629 0.3706
H 2.5519 -8.5006 8.8282 0.2646
H 2.0549 -7.1739 9.5736 0.3606
H 3.2195 -8.3216 10.3192 0.3279
H 6.7979 -3.4514 9.0018 0.1942
H 5.2364 -3.4007 9.4768 0.1691
C -12.4748 -9.5003 7.3878 -1.5391
C -11.1480 -9.5043 8.1572 0.4607
C -10.0546 -10.1138 7.2293 -0.8825
O -8.7114 -9.7430 7.7252 -0.1535
C -7.6766 -9.5324 6.7950 0.6345
N -10.8138 -8.1342 8.5419 -0.7143
H -12.3492 -8.9743 6.4414 0.3400
H -13.2923 -9.0662 7.9634 0.3783
H -12.7831 -10.4990 7.0786 0.3561
H -11.3214 -10.0545 9.0821 0.3756
H -10.2940 -9.7778 6.2204 0.3489
H -10.0931 -11.1969 7.1130 0.3459
H -6.8282 -9.3335 7.4498 -1.1526
H -7.8291 -8.7451 6.0567 0.3390
H -7.3680 -10.3763 6.1780 0.2114
H -10.4980 -7.7042 7.6843 0.3396
H -9.9186 -8.1706 9.0083 0.2150
C -0.9918 -11.3426 0.0350 -1.7138
C -0.8544 -12.6073 0.9529 0.4289
C 0.5597 -13.2365 0.7860 -0.5431
O 0.8539 -13.7199 -0.4846 -0.4120
C 2.0703 -14.4417 -0.7373 -0.7878
N -1.2142 -12.1679 2.2623 0.0792
H -0.7520 -11.5794 -1.0016 0.4946
H -0.1241 -10.7534 0.3316 0.3395
H -1.9378 -10.8132 0.1482 0.2946
H -1.5888 -13.3664 0.6833 0.4624
H 0.6209 -14.0614 1.4958 0.4322
H 1.4008 -12.6032 1.0681 0.3255
H 2.9467 -13.8739 -0.4250 0.3084
H 2.0305 -14.6850 -1.7990 0.2678
H 2.1717 -15.3121 -0.0891 0.2924
H -1.3738 -12.9804 2.8407 -0.0138
H -0.4321 -11.6728 2.6663 -0.2054
C 3.0078 -11.5501 5.0235 -1.4310
C 3.4052 -13.0226 4.6721 0.8750
C 2.4071 -13.8880 3.8498 -0.8081
O 1.1456 -13.8052 4.4471 0.2902
C 0.9081 -14.6244 5.5367 -0.8281
N 4.5818 -12.8053 3.7787 -0.8381
H 2.8729 -10.8247 4.2212 0.2833
H 3.7937 -11.0986 5.6291 0.5347
H 2.0581 -11.6100 5.5551 0.1692
H 3.6940 -13.6121 5.5422 0.1952
H 2.7995 -14.9040 3.8930 0.4889
H 2.3644 -13.5837 2.8040 -0.1942
H -0.1607 -14.8346 5.5761 0.0307
H 1.3873 -14.3052 6.4623 0.2921
H 1.3160 -15.6102 5.3135 0.3846
H 4.3402 -11.9614 3.2792 0.2923
H 5.3850 -12.4564 4.2819 0.2935
```

***

2.
CH8NP2 | wB97M-V/def2-TZVPD

Values from the calculation:
Kohn-Sham gap   10.339 eV
Charge   +1
ΔE to the lowest compared entry with this formula, charge and spin   12.06 kcal per mole
Structure (SMILES)   [NH3+]C(P)P
Highest occupied orbital energy   -14.456 eV
Electronic energy   -780.00548 Eh

Geometry as XYZ:
```
12
Properties=species:S:1:pos:R:3:nbo_charge:R:1
N -0.6262 1.2455 0.3095 -0.8014
C 0.0172 -0.1899 -0.5878 -0.5204
P 1.8112 -0.5938 -0.1740 0.4289
P -1.3850 -1.4512 -0.1838 0.3067
H -1.3801 1.6259 -0.2070 0.4184
H 0.0581 2.1128 0.2183 0.4521
H -1.0514 1.1307 1.2929 0.4555
H -0.1267 0.0091 -1.6309 0.2344
H 1.8687 -0.3028 1.1348 -0.0169
H 2.2352 0.8091 -0.6207 -0.0040
H -0.5716 -2.5482 -0.7161 0.0413
H -0.8494 -1.8472 1.1648 0.0055
```

***

3.
C11H19NOP | wB97M-V/def2-TZVPD

Values from the calculation:
Kohn-Sham gap   9.147 eV
Charge   +1
ΔE to the lowest compared entry with this formula, charge and spin   95.45 kcal per mole
Structure (SMILES)   CC[N+](CC)=[PH2][C@@H]1C=CC=C[C@@]12CO2
Highest occupied orbital energy   -12.182 eV
Electronic energy   -901.48440 Eh

Geometry as XYZ:
```
33
Properties=species:S:1:pos:R:3:nbo_charge:R:1
C -2.3294 0.2774 1.3427 -0.6280
C -1.7348 0.2846 -0.0740 -0.2233
N -0.6591 1.3482 -0.0814 -0.7709
C -1.1698 2.8081 -0.0399 -0.2009
C -0.8960 3.5138 1.2399 -0.6449
P 0.9381 0.8516 0.2515 1.3000
C 1.4802 -0.6406 -0.7235 -0.5790
C 0.4627 -0.6638 -1.8720 -0.1917
C 0.2563 -1.8479 -2.4474 -0.2052
C 0.5759 -3.1115 -1.8222 -0.1839
C 1.3494 -3.1831 -0.7106 -0.2059
C 1.5965 -1.9230 0.0486 0.1675
C 2.5189 -1.9370 1.2061 -0.0879
O 1.1645 -1.7690 1.3783 -0.4973
H -2.8678 1.1977 1.4274 0.2086
H -3.0979 -0.4761 1.3377 0.2323
H -1.5983 0.1384 2.2816 0.2231
H -2.4456 0.5062 -0.9296 0.2275
H -1.3899 -0.6924 -0.2556 0.2170
H -0.5913 3.2916 -0.9145 0.2123
H -2.1985 2.8482 -0.2845 0.2305
H 0.1665 4.0168 1.1811 0.2112
H -1.6396 4.3388 1.5047 0.2543
H -0.8343 2.8778 2.0524 0.2190
H 1.6974 1.9428 -0.1958 0.0321
H 1.1437 0.6121 1.5971 0.0300
H 2.4087 -0.6632 -1.2747 0.3049
H 0.1105 0.3072 -2.1329 0.2314
H -0.3820 -2.0458 -3.3700 0.2415
H 0.2006 -4.1039 -2.3252 0.2475
H 1.6530 -4.1171 -0.3105 0.2361
H 2.8840 -2.9445 1.4201 0.2071
H 3.2275 -1.0426 1.4949 0.1850
```

***

4.
C28H19BrClN2O9Re | wB97M-V/def2-TZVPD

Values from the calculation:
Kohn-Sham gap (alpha / beta)   5.643 / 6.007 eV
Charge   +1
ΔE to the lowest compared entry with this formula, charge and spin   0.00 kcal per mole
Spin multiplicity   2
Highest occupied orbital energy (alpha / beta)   -11.530 / -11.544 eV
Electronic energy   -4977.10949 Eh

Geometry as XYZ:
```
61
Properties=species:S:1:pos:R:3:lowdin_spin:R:1
Re 0.4096 -0.7357 -0.6599 0.8334
Br -2.7770 -6.1058 -3.2681 0.0056
C -1.8498 -4.6260 -2.5401 0.0171
C -1.2301 -3.7189 -3.3942 -0.0034
C -0.5719 -2.6290 -2.8623 0.0117
C -0.5396 -2.4054 -1.4842 -0.0082
C -1.1594 -3.3365 -0.6486 0.0179
C -1.7991 -4.4470 -1.1621 -0.0029
H -1.2745 -3.8651 -4.4622 -0.0005
H -0.0879 -1.9399 -3.5386 0.0004
H -1.1584 -3.2038 0.4237 0.0007
H -2.2655 -5.1617 -0.5016 -0.0003
C -2.1815 2.6232 -1.6085 -0.0002
C -1.0458 1.8644 -1.0037 0.0019
O -0.8085 0.7293 -1.4712 -0.0013
C -0.2842 2.4316 0.1066 0.0022
C 1.0030 1.9571 0.4192 0.0022
C 1.6625 2.4024 1.5484 0.0003
C 1.0684 3.3444 2.3771 0.0015
C -0.1758 3.8641 2.0501 0.0014
C -0.8475 3.4194 0.9279 0.0003
H -2.4986 2.1200 -2.5192 0.0000
H -1.8986 3.6517 -1.8237 -0.0001
H -3.0261 2.6441 -0.9175 0.0002
H 1.5458 1.3187 -0.2759 0.0002
H 2.6426 2.0182 1.7855 0.0000
H 1.5810 3.6844 3.2632 0.0001
H -0.6255 4.6135 2.6824 0.0001
H -1.8271 3.8069 0.6989 0.0000
Cl 0.0818 3.6876 -6.8326 -0.0001
C 0.7603 2.5075 -5.7869 -0.0004
C -0.0849 1.7233 -5.0083 0.0001
C 0.4481 0.7949 -4.1336 -0.0005
C 1.8290 0.6443 -4.0396 0.0008
C 2.6690 1.4129 -4.8431 0.0001
C 2.1406 2.3477 -5.7102 0.0001
C 2.5150 -0.3123 -3.0863 0.0055
O 3.6391 -0.6850 -3.3005 0.0223
O 1.8245 -0.6103 -2.0219 0.0576
H -1.1510 1.8572 -5.0997 0.0000
H -0.2187 0.1761 -3.5530 0.0001
H 3.7355 1.2580 -4.7717 0.0000
H 2.7964 2.9417 -6.3272 0.0000
O 1.2756 -1.7134 1.1076 -0.0069
C 0.2740 -1.3305 1.7630 0.0094
O -0.6782 -0.7973 1.1067 0.0294
C 0.1559 -1.3945 3.2312 0.0002
C 1.2196 -1.0297 4.0468 0.0005
C 1.0165 -0.9237 5.4145 -0.0001
C -0.2106 -1.2032 5.9973 0.0006
C -1.2503 -1.5879 5.1628 0.0001
C -1.0901 -1.6635 3.7891 0.0011
N -2.5763 -1.8572 5.7234 0.0000
O -3.4158 -2.2447 4.9485 -0.0001
O -2.7250 -1.6598 6.9003 0.0000
N 2.1120 -0.4124 6.2370 0.0000
O 3.0310 0.0974 5.6418 0.0000
O 1.9955 -0.5134 7.4283 0.0000
H 2.1946 -0.8003 3.6425 0.0000
H -0.3628 -1.0968 7.0636 0.0000
H -1.9333 -1.9292 3.1686 0.0002
```